1.
# C5H10N

A structure of composition C5H10N (the ωB97M-V functional and the def2-TZVPD basis, the Open Molecules 2025 dataset).

Geometry (Å):
C (-2.9263, 0.4554, 0.2239)
C (-2.1939, -0.4761, 0.0130)
C (1.6164, -0.5009, 0.3504)
C (-1.0726, -1.3771, -0.1512)
C (0.4610, -0.0910, -0.5347)
N (-0.0110, 1.3206, -0.1531)
H (-3.9938, 0.8477, 0.3168)
H (1.7112, -1.5322, 0.5921)
H (2.5420, -0.2100, -0.1365)
H (1.5598, 0.1166, 1.2365)
H (-1.1370, -2.0126, -1.0861)
H (-0.6418, -1.8760, 0.7144)
H (0.6361, -0.3423, -1.6328)
H (0.3702, 1.6676, 0.7502)
H (-1.1112, 1.3838, -0.0594)
H (0.4102, 2.0359, -0.8761)

## Properties
* charge: +1
* total energy: -250.717208 a.u.
* HOMO level (alpha / beta): -0.364 / -0.542 Ha
* HOMO-LUMO gap (alpha / beta): 6.46 / 7.14 eV
* max |F|: 8.53 eV/Å
* multiplicity: 3



2.
# C5H10N2

An isolated molecule of C5H10N2 (the ωB97M-V functional and the def2-TZVPD basis, the Open Molecules 2025 dataset).

Geometry (Å):
C (0.7704, -0.9654, 1.2035)
N (0.1350, 1.4269, 0.3541)
C (1.0544, 0.0079, 0.0900)
N (-2.4466, 0.0288, -0.0782)
C (-0.2869, 0.8160, -0.8501)
C (-1.4826, 0.1433, -1.0420)
C (2.2461, 0.0354, -0.5307)
H (-0.5114, 1.2087, 1.1101)
H (-3.3051, -0.4417, -0.3127)
H (-2.2503, 0.3589, 0.8639)
H (0.1983, 1.1914, -1.7419)
H (-1.7359, -0.2301, -2.0274)
H (0.8807, -1.9903, 0.8493)
H (-0.2340, -0.8831, 1.6175)
H (1.4634, -0.8144, 2.0304)
H (2.4529, 0.7013, -1.3541)
H (3.0516, -0.5938, -0.1818)

## Properties
* charge: 0
* total energy: -305.873669 a.u.
* HOMO level: -0.234 Ha
* HOMO-LUMO gap: 7.19 eV
* max |F|: 3.42 eV/Å



3.
# C5H10N2

A structure of composition C5H10N2 (the ωB97M-V functional and the def2-TZVPD basis, the Open Molecules 2025 dataset).

Geometry (Å):
C (0.2481, 0.0612, 0.7953)
C (-0.5943, -0.6009, -0.8625)
C (-0.8306, 0.0304, 1.8318)
C (0.2826, -1.1708, -1.9497)
N (0.1668, 1.1555, -0.7414)
C (0.7838, 1.3575, 0.4076)
N (1.4887, 2.2242, 1.0388)
H (0.9801, -0.7400, 0.7762)
H (1.6532, 3.0423, 0.4508)
H (-0.9185, -1.3924, -0.1839)
H (-1.4914, -0.1067, -1.2132)
H (-1.6051, 0.7625, 1.6007)
H (-1.2856, -0.9575, 1.9317)
H (-0.3825, 0.3158, 2.7870)
H (0.4684, -0.4367, -2.7302)
H (1.2456, -1.4983, -1.5527)
H (-0.2094, -2.0460, -2.3865)

## Properties
* charge: 0
* total energy: -305.849839 a.u.
* HOMO level: -0.311 Ha
* HOMO-LUMO gap: 8.87 eV
* max |F|: 0.51 eV/Å



4.
# C5H10N2

An isolated molecule of C5H10N2 (the ωB97M-V functional and the def2-TZVPD basis, the Open Molecules 2025 dataset).

Geometry (Å):
C (-2.0606, -0.1904, 0.0820)
C (-1.0825, -0.2626, -1.0682)
N (-0.1522, 0.8329, -1.3624)
C (0.3809, -0.4462, -0.8952)
C (1.0503, -0.6020, 0.4435)
C (2.1128, 0.3542, 0.8332)
N (0.8336, 0.3330, 1.5389)
H (-2.9201, 0.4318, -0.1922)
H (-1.6217, 0.2180, 0.9967)
H (-2.4371, -1.1899, 0.3247)
H (-1.5189, -0.6805, -1.9752)
H (-0.1698, 1.5217, -0.6109)
H (0.9061, -0.9889, -1.6822)
H (1.1531, -1.6383, 0.7642)
H (2.9656, 0.0430, 1.4308)
H (2.3135, 1.1527, 0.1209)
H (0.2470, 1.1116, 1.2516)

## Properties
* charge: 0
* total energy: -305.946726 a.u.
* HOMO level: -0.340 Ha
* HOMO-LUMO gap: 10.46 eV
* max |F|: 0.32 eV/Å



5.
# C5H10N2

An isolated molecule of C5H10N2 (the ωB97M-V functional and the def2-TZVPD basis, the Open Molecules 2025 dataset).

Geometry (Å):
C (-2.1260, -0.3763, 0.1488)
C (-1.0641, -0.3995, -0.9228)
N (-0.1729, 0.7417, -1.0831)
C (0.4085, -0.5347, -0.6934)
C (1.1930, -0.4619, 0.5958)
C (2.0170, 0.7584, 0.8014)
N (0.8545, 0.4915, 1.6437)
H (-1.7122, -0.1023, 1.1222)
H (-2.5623, -1.3791, 0.2342)
H (-2.9353, 0.3209, -0.1037)
H (-1.4191, -0.8298, -1.8640)
H (0.0175, 0.9678, -2.0534)
H (0.9195, -1.1419, -1.4465)
H (1.5909, -1.4033, 0.9676)
H (2.9875, 0.7275, 1.2921)
H (1.9079, 1.5389, 0.0506)
H (0.0954, 1.0819, 1.3105)

## Properties
* charge: 0
* total energy: -305.949860 a.u.
* HOMO level: -0.337 Ha
* HOMO-LUMO gap: 10.20 eV
* max |F|: 0.38 eV/Å



6.
# C5H10N2

A structure of composition C5H10N2 (the ωB97M-V functional and the def2-TZVPD basis, the Open Molecules 2025 dataset).

Geometry (Å):
C (0.0941, 1.8484, -0.0859)
C (1.1034, 1.0933, -0.5117)
C (-1.0938, 1.0868, 0.3597)
C (1.7533, -1.0775, 0.5100)
C (-1.5152, -1.1628, -0.6111)
N (0.9365, -0.2713, -0.3337)
N (-0.7968, -0.3071, 0.4189)
H (0.1554, 2.9744, -0.1154)
H (2.0699, 1.4630, -0.7597)
H (-1.0443, 1.3399, 1.4634)
H (-2.0454, 1.5092, 0.0678)
H (1.1675, -2.0003, 0.5398)
H (2.6183, -1.2812, -0.0252)
H (1.9580, -0.7653, 1.5130)
H (-1.3277, -2.3505, -0.4865)
H (-2.5713, -1.1958, -0.3191)
H (-1.4620, -0.9032, -1.6243)

## Properties
* charge: 0
* total energy: -305.866032 a.u.
* HOMO level: -0.280 Ha
* HOMO-LUMO gap: 8.75 eV
* max |F|: 5.17 eV/Å



7.
# C5H10N2

An isolated molecule of C5H10N2 (the ωB97M-V functional and the def2-TZVPD basis, the Open Molecules 2025 dataset).

Geometry (Å):
C (1.5644, -1.2077, 0.5005)
C (0.4746, 1.8954, 1.1516)
N (-1.3896, 0.6346, -0.0226)
C (-0.1069, 0.6776, 0.4965)
C (-1.3920, -0.7032, -0.6101)
C (-1.1789, -0.9470, -1.9150)
N (0.3752, -0.4817, 0.2912)
H (-1.7004, 1.4020, -0.6055)
H (-1.7977, -1.4412, 0.0744)
H (1.8956, -1.5620, -0.4801)
H (2.3847, -0.6492, 0.9732)
H (1.3303, -2.0857, 1.1088)
H (1.3654, 2.2104, 0.6077)
H (-0.2413, 2.7131, 1.1727)
H (0.7666, 1.6624, 2.1747)
H (-1.1631, -1.9651, -2.2707)
H (-1.1868, -0.1528, -2.6472)

## Properties
* charge: 0
* total energy: -305.926203 a.u.
* HOMO level: -0.265 Ha
* HOMO-LUMO gap: 8.14 eV
* max |F|: 1.85 eV/Å



8.
# C5H10N2

An isolated molecule of C5H10N2 (the ωB97M-V functional and the def2-TZVPD basis, the Open Molecules 2025 dataset).

Geometry (Å):
C (-0.4807, 0.0317, 1.9868)
C (-1.3828, -0.1042, -0.3428)
C (0.0767, 0.2435, 0.6917)
N (-1.1295, 0.2412, -1.6679)
C (1.0246, -0.8153, 0.1977)
C (2.0632, -0.5977, -0.6019)
N (0.4081, 1.5858, 0.5222)
H (0.1056, 1.8995, -0.4056)
H (-1.1005, 1.2311, -1.8680)
H (-0.3530, -0.2487, -2.0958)
H (-0.1242, -0.7242, 2.6799)
H (-1.1887, 0.7625, 2.3522)
H (-1.5522, -1.1676, -0.2262)
H (-2.1759, 0.4945, 0.0907)
H (0.7876, -1.8252, 0.5311)
H (2.3301, 0.4063, -0.9057)
H (2.6914, -1.4133, -0.9382)

## Properties
* charge: 0
* total energy: -305.846938 a.u.
* HOMO level (alpha / beta): -0.283 / -0.318 Ha
* HOMO-LUMO gap (alpha / beta): 7.18 / 8.79 eV
* max |F|: 2.09 eV/Å



9.
# C5H10N2

An isolated molecule of C5H10N2 (the ωB97M-V functional and the def2-TZVPD basis, the Open Molecules 2025 dataset).

Geometry (Å):
C (0.8467, 1.9409, 0.7515)
C (-0.0720, 1.7814, -0.4255)
N (-0.3461, 0.5950, -1.0155)
C (-1.0430, -0.0313, -0.0207)
C (-0.6849, -1.3913, 0.4376)
C (-0.0252, -2.3447, -0.4976)
N (0.7180, -1.7935, 0.6272)
H (1.1995, 0.9683, 1.1079)
H (0.3576, 2.4345, 1.6009)
H (1.7183, 2.5601, 0.4848)
H (-0.3522, 2.6961, -0.9574)
H (-0.3207, 0.3725, -2.0092)
H (-1.9290, 0.4517, 0.3712)
H (-1.3498, -1.8015, 1.1955)
H (-0.2486, -3.4075, -0.4395)
H (0.2142, -1.9893, -1.4997)
H (1.3171, -1.0415, 0.2886)

## Properties
* charge: 0
* total energy: -305.867580 a.u.
* HOMO level (alpha / beta): -0.261 / -0.261 Ha
* HOMO-LUMO gap (alpha / beta): 7.90 / 7.99 eV
* max |F|: 0.36 eV/Å



10.
# C5H10N2

A cluster of 2 separate species, C5H10N2 in total (the ωB97M-V functional and the def2-TZVPD basis, the Open Molecules 2025 dataset).

Geometry (Å):
C (0.7015, -0.8412, 0.9921)
C (0.2067, 0.4551, 0.4954)
C (0.8909, -0.3420, -0.4999)
C (-2.0975, 1.1698, 0.7336)
C (0.3667, -1.2710, -1.5651)
N (1.3553, 1.4806, 0.5348)
N (1.8428, 0.7277, -0.6980)
H (1.6560, -0.5771, 1.5832)
H (0.0300, -1.6589, 1.1280)
H (-2.1946, 1.3197, -0.3741)
H (-1.7526, 1.9876, 1.3675)
H (-2.2889, 0.2357, 1.2396)
H (-0.6788, -1.3942, -1.5697)
H (0.9172, -2.2120, -1.6906)
H (0.5835, -0.6818, -2.4847)
H (0.9782, 2.4354, 0.2779)
H (2.8798, 0.6878, -0.7399)

## Properties
* charge: 0
* total energy: -305.698772 a.u.
* HOMO level (alpha / beta): -0.231 / -0.325 Ha
* HOMO-LUMO gap (alpha / beta): 7.35 / 7.70 eV
* max |F|: 3.90 eV/Å
* multiplicity: 3



In order of appearance, energy above the lowest of the compared OMol25 structures with the same formula, charge and spin = 373.31 394.31 456.87 202.50 194.27 414.36 256.38 464.49 410.30 422.36 kJ/mol.